The following is a DFT calculation (ωB97M-V with the def2-TZVPD basis set) of a molecular structure, C19H20BrN2O7Os.

Values from the calculation:
- Spin multiplicity: 1
- E_tot: -4036.6685 Ha
- Energy above the lowest of the compared OMol25 structures with the same formula, charge and spin: 5.37 kcal per mole
- Frontier orbital gap: 7.56 eV
- HOMO energy: -11.50 eV
- Total charge: +1

```
50
Properties=species:S:1:pos:R:3:forces:R:3
Os 0.51336 -0.27624 0.37179 -0.3 0.1 0.9
O -0.27285 -0.28746 4.50407 0.0 0.0 0.0
C 0.22332 -0.48081 3.31128 0.1 -0.1 0.0
O -0.40170 -0.96263 2.37789 -0.2 0.2 -0.1
C 1.65957 -0.07104 3.18013 0.0 0.1 0.0
O 2.16204 -0.63307 1.96666 -0.2 -0.2 -0.3
C 3.37515 0.02847 1.54556 0.1 0.0 0.0
C 2.99766 1.26819 0.75929 0.1 -0.2 -0.2
O 3.69351 2.24175 0.72569 0.0 0.1 0.0
O 1.88262 1.13957 0.06523 0.1 0.1 0.1
H -1.21518 -0.52760 4.52343 0.0 0.0 0.0
H 2.23607 -0.43683 4.03137 0.0 0.0 0.0
H 1.69988 1.02443 3.16290 0.0 0.0 0.0
H 3.90549 -0.67086 0.90011 0.0 0.0 0.0
H 3.99646 0.27697 2.40270 0.0 0.0 0.0
C -0.10812 -3.24860 0.74462 0.0 0.0 0.0
N 0.53581 -2.33550 -0.23083 0.4 0.0 0.0
C 1.94120 -2.78562 -0.41759 0.0 0.0 0.0
C -0.20070 -2.43406 -1.52667 0.0 0.0 0.0
C 0.24905 -1.29936 -2.37984 0.0 0.0 0.0
C 0.22384 -1.34693 -3.76559 0.0 0.0 0.0
C 0.63746 -0.24498 -4.49732 0.0 0.0 0.0
C 1.07919 0.88670 -3.82955 0.0 0.0 0.0
C 1.12066 0.92764 -2.44010 0.0 0.1 0.0
C 0.70335 -0.17126 -1.70168 0.0 0.0 0.0
H -0.12074 -4.25491 0.32232 0.0 0.0 0.0
H -1.12916 -2.92804 0.93715 0.0 0.0 0.0
H 0.45563 -3.25511 1.67322 0.0 0.0 0.0
H 1.95071 -3.84010 -0.70286 0.0 0.0 0.0
H 2.47901 -2.66705 0.52131 0.0 0.0 0.0
H 2.40727 -2.19136 -1.19947 0.0 0.0 0.0
H -1.26608 -2.36171 -1.29437 0.0 0.0 0.0
H -0.01443 -3.41377 -1.97496 0.0 0.0 0.0
H -0.11702 -2.24416 -4.26897 0.0 0.0 0.0
H 0.62077 -0.27166 -5.57824 0.0 0.0 0.0
H 1.40469 1.75341 -4.38975 0.0 0.0 0.0
H 1.47537 1.82271 -1.95176 0.0 0.0 0.0
Br -6.25836 2.57479 -1.18495 0.0 0.0 0.0
C -4.64876 2.89270 -0.26840 0.0 0.0 0.0
C -4.45569 4.10140 0.39786 0.0 0.0 0.0
N -3.34239 4.39688 1.05882 0.0 0.0 0.0
C -2.37422 3.49118 1.08754 0.0 0.0 0.0
C -2.48839 2.25432 0.46010 0.0 0.0 0.0
C -3.64920 1.94545 -0.24419 0.0 0.0 0.0
C -1.37974 1.30606 0.51589 -0.3 0.0 0.1
O -1.37814 0.22713 -0.18623 0.1 -0.1 -0.2
O -0.34996 1.47546 1.23189 0.2 0.2 -0.3
H -5.23430 4.85480 0.38874 0.0 0.0 0.0
H -1.46809 3.75268 1.62022 0.0 0.0 0.0
H -3.75597 0.99808 -0.75441 0.0 0.0 0.0
```
Positions in Å, forces in eV/Å.

***

The following is a DFT calculation (ωB97M-V with the def2-TZVPD basis set) of a molecular structure, C19H20FN8OY in a non-equilibrium geometry.

Values from the calculation:
- Spin multiplicity: 1
- E_tot: -1387.2561 Ha
- Energy above the lowest of the compared OMol25 structures with the same formula, charge and spin: 8.63 kcal per mole
- Frontier orbital gap: 9.02 eV
- HOMO energy: -15.09 eV
- Total charge: +2

```
50
Properties=species:S:1:pos:R:3:forces:R:3
Y 0.01501 0.05764 -0.19996 -0.8 0.4 -0.9
N 2.92728 -1.84156 0.26180 0.0 0.0 0.1
C 3.23593 -0.55358 0.13098 0.0 0.3 -0.2
N 4.51275 -0.22778 0.16867 0.2 -0.1 0.1
C 4.80690 1.06690 0.07590 -0.1 -0.1 0.0
N 6.07655 1.42907 0.06488 0.1 0.0 0.0
N 3.87283 2.05576 0.00338 0.0 0.2 0.0
C 2.64144 1.65693 -0.04973 0.1 -0.1 0.0
N 2.22101 0.36320 -0.05034 1.2 0.1 0.2
C 1.59285 2.72254 -0.06734 -0.1 0.2 0.0
C 1.96448 4.05222 0.01186 0.1 0.0 0.0
C 0.98119 5.02755 0.07817 0.0 -0.1 0.0
C -0.34722 4.63542 0.08019 0.0 0.1 0.0
C -0.63918 3.28886 -0.01301 0.0 0.0 -0.1
N 0.29874 2.33730 -0.10781 0.5 1.3 0.0
H 3.68163 -2.48244 0.44431 0.0 0.0 0.0
H 1.97772 -2.17117 0.24653 0.0 0.0 -0.1
H 6.79270 0.72535 0.13733 0.0 0.0 0.0
H 6.32798 2.40236 0.03211 0.0 0.0 0.0
H 3.01544 4.29681 0.03357 0.0 0.0 0.0
H 1.24901 6.07328 0.14119 0.0 0.0 0.0
H -1.14724 5.35769 0.15594 0.0 0.0 0.0
H -1.66952 2.95595 -0.00399 0.0 0.0 0.0
F -0.54982 -0.19486 1.59348 -0.6 -0.2 1.7
C -3.65859 -4.45325 -2.10134 -0.2 -0.1 0.1
N -2.25732 -4.14267 -1.85399 0.1 -0.1 -0.2
N -1.84199 -2.89863 -1.45165 0.1 0.2 0.3
C -0.54020 -2.99517 -1.03018 0.1 -0.3 -0.2
O 0.12424 -1.94091 -0.71146 -0.1 -1.6 -0.6
C -0.16890 -4.33360 -1.11863 0.0 0.0 0.2
C -1.26815 -5.01901 -1.61054 0.1 0.1 0.0
C -1.43616 -6.47403 -1.84969 0.0 0.0 -0.1
C -2.38410 -1.67563 -1.93754 0.1 0.1 -0.1
C -2.67673 -1.52271 -3.28464 0.0 0.0 0.0
C -3.13193 -0.29742 -3.75337 0.0 0.0 0.1
C -3.26572 0.77713 -2.88671 0.1 0.1 -0.1
C -2.96195 0.62288 -1.54061 0.0 -0.1 0.1
C -2.51559 -0.60480 -1.04927 -0.7 -0.2 -0.1
H -4.18787 -3.55832 -2.41250 0.0 0.0 0.0
H -4.13317 -4.84899 -1.20325 0.0 0.0 0.0
H -3.71806 -5.19102 -2.89744 0.0 0.0 0.0
H 0.78145 -4.75285 -0.83962 0.0 0.0 0.0
H -0.55909 -7.01175 -1.50220 0.0 0.0 0.0
H -1.55633 -6.66706 -2.91755 0.0 0.0 0.0
H -2.31348 -6.86828 -1.33608 0.0 0.0 0.0
H -2.54443 -2.35036 -3.96986 0.0 0.0 0.0
H -3.37455 -0.18268 -4.80101 0.0 0.0 0.0
H -3.63025 1.72616 -3.25553 0.0 0.0 0.0
H -3.15338 1.43723 -0.85263 0.0 0.0 0.0
H -2.45457 -0.78043 0.02580 0.0 0.0 -0.1
```
Positions in Å, forces in eV/Å.

***

The following is a DFT calculation (ωB97M-V with the def2-TZVPD basis set) of a molecular structure, C19H20MnN6O2S in a non-equilibrium geometry.

Values from the calculation:
- Spin multiplicity: 1
- E_tot: -2762.9635 Ha
- Frontier orbital gap (spin up / spin down): 5.84 / 5.85 eV
- HOMO energy (spin up / spin down): -17.45 / -17.46 eV
- Total charge: +3

```
49
Properties=species:S:1:pos:R:3:forces:R:3
Mn -0.20567 0.03549 -0.09048 0.8 1.7 0.1
S -4.54300 5.45779 0.16313 -0.2 0.2 0.0
N -4.41736 4.47918 1.33419 0.2 -0.2 -0.1
C -3.42180 3.42617 1.13171 0.0 0.0 0.2
C -3.16207 2.07602 1.78181 0.2 0.4 -0.2
C -3.53351 1.34028 2.81380 -0.1 -0.4 0.2
C -2.98109 -0.02040 2.91134 -0.5 0.5 0.5
C -2.12864 -0.52098 2.02032 0.5 -0.2 -0.6
N -1.67509 0.21588 0.91137 -1.0 -0.8 -0.2
C -2.28735 1.49098 0.68055 -0.2 -0.2 0.3
C -1.08035 2.49520 -1.13936 0.2 0.0 -0.2
N -0.30822 1.57999 -1.68516 0.0 -0.5 -0.4
C -0.04485 1.70029 -3.00928 0.0 0.0 0.2
C -0.54270 2.74593 -3.76101 -0.1 0.1 0.0
C -1.46522 3.63151 -3.19524 0.1 -0.1 -0.1
C -1.77749 3.47633 -1.85289 -0.1 0.2 0.1
C -2.98727 3.95404 -1.14792 0.0 0.1 -0.1
N -3.46374 5.15658 -1.02881 0.1 -0.2 0.1
H -4.24411 1.68913 3.55185 0.0 0.0 0.0
H -3.26800 -0.64550 3.74570 -0.1 0.1 0.0
H -1.71090 -1.51052 2.14756 0.0 0.0 -0.2
H 0.59640 0.95276 -3.45430 0.0 0.0 0.0
H -0.26259 2.83374 -4.80144 0.0 0.0 0.0
H -1.96545 4.37546 -3.80398 0.0 0.0 0.0
C 1.21689 -0.12535 2.63658 0.1 0.1 -0.1
O 1.03973 -0.55248 1.24468 0.1 -0.1 -0.2
C 2.13353 -1.37761 0.72408 0.0 -0.1 0.1
C 1.55834 -2.19687 -0.39630 -0.1 0.0 -0.1
O 0.70686 -1.29382 -1.17948 -0.2 -0.1 0.2
C 0.47829 -1.74574 -2.55532 -0.1 -0.1 0.2
H 1.03610 -0.98024 3.28266 0.0 0.0 0.0
H 0.49992 0.66697 2.82332 0.0 0.0 0.0
H 2.23194 0.24659 2.75516 0.0 0.0 0.0
H 2.50145 -2.02418 1.51951 0.0 0.0 0.0
H 2.92890 -0.70898 0.39759 0.0 0.0 0.0
H 0.93557 -3.01785 -0.04298 0.0 0.0 0.0
H 2.34833 -2.58551 -1.03719 0.0 0.0 0.0
H 1.36736 -1.52470 -3.14093 0.0 0.0 0.0
H -0.39250 -1.21607 -2.92811 0.0 0.0 0.0
H 0.27856 -2.81461 -2.54185 0.0 0.0 0.0
N -3.18372 1.54845 -0.47076 0.0 0.0 -0.1
C -3.67795 2.90280 -0.34646 0.0 0.0 0.0
C -2.09568 4.15121 1.45142 -0.1 0.0 0.0
C -0.99481 3.58572 1.00046 0.1 0.0 0.0
N -1.15543 2.36745 0.27240 0.4 -0.2 0.2
H -3.92925 0.86208 -0.41555 0.0 0.0 0.1
H -4.75557 2.93734 -0.51617 0.0 0.0 0.0
H -2.11871 5.02366 2.09146 0.0 0.0 0.0
H 0.00745 3.96500 1.14712 0.0 0.0 0.0
```
Positions in Å, forces in eV/Å.

***

> Which of these has the lowest total charge?

C19H20BrN2O7Os

***

> Among the records above, which one has the lowest E_tot?

C19H20BrN2O7Os